Entry 1:
2 unconnected molecules or ions with the total composition C14H34BO2. Source: the Open Molecules 2025 dataset; level of theory: ωB97M-V with the def2-TZVPD basis set.

Structure (ORCA input):
```
! RIJCOSX wB97M-V def2-TZVPD def2/J DEFGRID3
* xyz -1 1
C 0.42280 1.47412 1.69938
C -0.11721 1.21008 0.29553
C 0.08346 -0.21310 -0.24784
C -0.33245 -1.39729 0.64141
C 0.68216 -1.70766 1.75021
B -1.87429 -1.31971 1.22535
C -2.99177 -0.94056 0.07938
C -4.42502 -1.33244 0.47148
C -5.51659 -0.36017 0.00069
C -6.86809 -1.02442 -0.25967
C -5.68039 0.78504 0.99891
H 1.43827 1.08364 1.81361
H -0.20276 0.99107 2.44668
H 0.44985 2.54790 1.91207
H -1.18278 1.45356 0.27218
H 0.37241 1.91144 -0.39506
H 1.14166 -0.31013 -0.55201
H -0.50128 -0.28546 -1.17245
H -0.31636 -2.27068 -0.03012
H 1.71969 -1.48154 1.45805
H 0.46697 -1.15434 2.66673
H 0.64086 -2.76864 2.01234
H -1.94338 -0.49791 2.15924
H -2.15204 -2.43819 1.69897
H -2.74214 -1.41070 -0.88535
H -2.98714 0.14359 -0.11796
H -4.65537 -2.33520 0.09296
H -4.46583 -1.41201 1.56605
H -5.16619 0.08588 -0.93853
H -7.43900 -1.14794 0.66722
H -6.74604 -2.01632 -0.70236
H -7.48415 -0.42885 -0.94004
H -6.51068 1.44601 0.72861
H -4.76951 1.38499 1.05711
H -5.87462 0.38758 1.99957
C 5.83827 1.27686 -3.33048
O 5.72402 0.02135 -2.69452
C 6.46164 -0.08003 -1.49022
C 5.61300 0.16934 -0.26109
O 5.14263 1.50219 -0.20464
C 3.76810 1.62955 -0.53798
H 5.13848 1.27760 -4.16452
H 5.59206 2.09818 -2.65349
H 6.85265 1.43075 -3.71903
H 7.30135 0.62585 -1.50089
H 6.87121 -1.09319 -1.43995
H 6.22738 -0.01115 0.62757
H 4.77493 -0.53487 -0.23934
H 3.13280 1.18231 0.23138
H 3.53958 1.15930 -1.49801
H 3.54885 2.69433 -0.59712
*
```

Values from the calculation:
E: -729.123511 Eh
lowest unoccupied orbital energy: 2.712 eV
max |F|: 0.2 eV/A

The net atomic charges from Mulliken, expressed in e, are:
1. C -1.3469
2. C -0.1873
3. C -0.6999
4. C 0.1972
5. C -1.4112
6. B 0.4402
7. C -0.6029
8. C -0.8490
9. C 0.8845
10. C -1.5873
11. C -1.5210
12. H 0.2546
13. H 0.3041
14. H 0.3893
15. H 0.2128
16. H 0.3835
17. H 0.3669
18. H 0.2272
19. H 0.1489
20. H 0.2165
21. H 0.2834
22. H 0.3434
23. H -0.2535
24. H -0.2947
25. H 0.1531
26. H 0.0952
27. H 0.2612
28. H 0.2350
29. H 0.2233
30. H 0.2958
31. H 0.4193
32. H 0.3750
33. H 0.4118
34. H 0.3025
35. H 0.3556
36. C -0.6973
37. O -0.3822
38. C -0.5320
39. C -0.3774
40. O -0.4118
41. C -0.6421
42. H 0.2459
43. H 0.2983
44. H 0.3175
45. H 0.3077
46. H 0.3816
47. H 0.4011
48. H 0.2069
49. H 0.1635
50. H 0.3702
51. H 0.3234

***

Entry 2:
A molecular structure, C14H34LaNO3P2Si at a distorted geometry. Source: the Open Molecules 2025 dataset; level of theory: ωB97M-V with the def2-TZVPD basis set.

Structure (ORCA input):
```
! RIJCOSX wB97M-V def2-TZVPD def2/J DEFGRID3
* xyz 0 1
C -0.78533 0.89849 -4.22406
C -0.93642 0.50918 -2.87347
N 0.05368 0.92460 -1.98242
C 0.90602 1.92027 -2.33185
C 0.95568 2.44073 -3.61557
C 0.11131 1.89813 -4.58704
C -1.95689 -0.41152 -2.43413
P -2.83206 -0.58493 -0.92517
La 0.29890 -0.81484 -0.08869
P 2.41246 1.35962 0.00355
C 1.81177 2.52465 -1.28610
O -0.40287 -3.56317 -3.32167
O -0.32361 -3.23466 -0.45928
H -1.39370 0.36981 -4.95725
H 1.65209 3.25868 -3.82184
H 0.19055 2.24711 -5.61980
C -4.21226 0.56076 -0.83373
C -3.39942 -2.30362 -0.72167
H 2.69650 2.93791 -1.78083
H 1.29657 3.34111 -0.76139
H -0.91969 -4.11934 -3.93800
H -2.34903 -1.10421 -3.19582
C 2.73405 2.54638 1.34213
C 4.11689 1.06439 -0.62915
H 2.49930 -1.81597 0.24124
H -0.24492 -4.00607 0.13708
H -0.22058 -3.56793 -1.37368
H 0.38948 -3.29766 -3.84421
H -2.01165 -0.25252 0.20971
H 2.83296 -1.16411 0.04253
H -5.05641 0.22085 -1.44991
H -4.55267 0.72725 0.19930
H -3.84323 1.51800 -1.22526
H -4.28112 -2.56369 -1.33296
H -2.59041 -3.00999 -0.97220
H -3.66531 -2.48208 0.33324
H 4.67385 2.01445 -0.61941
H 4.61922 0.32733 0.01656
H 4.06188 0.67157 -1.65597
H 3.70289 3.03762 1.17259
H 1.93559 3.30027 1.34629
H 2.74388 2.03284 2.31311
C -1.54495 0.60532 4.06292
Si 0.00887 -0.38843 3.65915
C 1.46562 0.53423 4.43663
C -0.11508 -2.02415 4.60232
O 0.20837 -0.58107 2.01952
H -1.69849 0.64724 5.15117
H -2.44363 0.15823 3.62057
H -1.47501 1.63864 3.69965
H 1.36332 0.50706 5.53331
H 2.42379 0.06283 4.17729
H 1.50719 1.58891 4.13135
H -0.99423 -2.60391 4.29258
H 0.77302 -2.64669 4.43131
H -0.19675 -1.85392 5.68739
*
```

Values from the calculation:
E: -1838.039707 Eh
lowest unoccupied orbital energy (spin up / spin down): 0.356 / 0.184 eV
max |F|: 2.8 eV/A

The net atomic charges from Mulliken, expressed in e, are:
1. C -0.7105
2. C 1.0850
3. N 0.1338
4. C 0.5099
5. C -0.5798
6. C -0.5344
7. C -1.4007
8. P 1.0810
9. La -0.3349
10. P 0.7904
11. C -1.1365
12. O 0.1632
13. O -0.5205
14. H 0.3961
15. H 0.3770
16. H 0.3847
17. C -1.2287
18. C -0.9720
19. H 0.3663
20. H 0.3527
21. H 0.1084
22. H 0.1207
23. C -1.1415
24. C -1.5018
25. H 0.0093
26. H 0.1589
27. H 0.2343
28. H 0.0828
29. H -0.1817
30. H -0.1732
31. H 0.3546
32. H 0.3843
33. H 0.3480
34. H 0.4013
35. H 0.1969
36. H 0.3689
37. H 0.4846
38. H 0.4614
39. H 0.3581
40. H 0.3938
41. H 0.3959
42. H 0.1008
43. C -1.0694
44. Si 0.3182
45. C -1.1255
46. C -1.0344
47. O -0.0617
48. H 0.3469
49. H 0.2734
50. H 0.2982
51. H 0.3789
52. H 0.3185
53. H 0.2812
54. H 0.2642
55. H 0.2967
56. H 0.3280

***

Entry 3:
A molecular structure, C14H35Br3ClCs2FN2O12P at a distorted geometry. Source: the Open Molecules 2025 dataset; level of theory: ωB97M-V with the def2-TZVPD basis set.

Structure (ORCA input):
```
! RIJCOSX wB97M-V def2-TZVPD def2/J DEFGRID3
* xyz -1 1
C -1.13600 1.32185 -1.25266
O -1.84095 2.22098 -0.32031
C -1.93046 3.38419 -1.01348
N -3.33136 3.98570 -1.13512
N -4.05705 4.32725 0.07319
C -4.03523 3.24730 -2.18981
C -4.32282 1.83783 -1.68770
C -5.82158 1.52948 -1.23548
O -4.57609 1.71792 -0.38360
H -1.84775 0.93704 -1.97516
H -0.68126 0.46725 -0.76663
H -0.36801 1.89547 -1.74163
H -1.26986 4.16458 -0.64452
H -1.65895 3.18742 -2.04415
H -3.13908 4.91171 -1.50131
H -5.04103 4.25392 -0.14377
H -3.88738 3.59636 0.81326
H -4.92984 3.66171 -2.62581
H -3.30752 3.11233 -2.97783
H -3.82750 1.04146 -2.20672
H -6.43038 1.74686 -0.32845
H -6.15350 2.48145 -1.71457
C 2.28481 -0.34683 1.72662
Br 0.67535 0.52066 1.19345
Br 2.90763 -1.60850 0.40446
Br 3.70978 0.91332 2.20251
H 2.06586 -0.90551 2.61629
F -1.87299 -0.29680 1.05841
C 3.24890 1.36840 6.85535
C 1.73006 1.30063 6.82657
O 1.48644 0.51243 5.66432
C 2.57837 -0.23566 5.42099
O 2.63146 -1.11488 4.63082
O 3.61909 0.14729 6.20907
H 3.65734 1.41085 7.86164
H 3.63974 2.20567 6.27548
H 1.31741 0.78547 7.69631
H 1.25858 2.27449 6.73560
O -4.75150 -1.15120 -3.62844
H -5.66502 -0.79921 -3.48220
H -4.73113 -1.89001 -4.27204
H -4.33855 -1.39704 -2.76121
O 0.57902 0.07637 -3.63497
P 1.38338 1.33090 -4.01855
O 0.48249 2.59419 -4.09216
O 1.92701 1.07301 -5.53639
O 2.59165 1.56720 -3.14492
Cs 1.96305 2.43662 -6.79294
C -1.85016 -3.16560 -7.60753
C -0.87008 -2.27380 -8.34704
O -1.01080 -0.91775 -7.95004
H -2.86994 -2.83805 -7.80657
H -1.74866 -4.20830 -7.91245
H -1.68740 -3.10137 -6.53024
H -1.04140 -2.32388 -9.42154
H 0.15807 -2.59646 -8.14581
H -0.85113 -0.86280 -6.99487
Cs 2.60124 -1.63416 -7.80282
Cl -4.91082 2.52367 1.97398
C 4.02045 -3.88418 5.61666
C 5.25960 -3.85345 6.49240
C 6.52409 -3.79965 5.64894
O 5.29577 -5.00719 7.34579
H 4.02149 -4.77528 4.98111
H 3.11928 -3.92676 6.22811
H 3.96466 -3.00397 4.98136
H 5.22159 -2.98574 7.15112
H 6.59717 -4.68815 5.01559
H 7.40929 -3.78075 6.28648
H 6.53428 -2.91689 5.00973
H 5.32877 -5.78144 6.77579
*
```

Values from the calculation:
E: -10229.954961 Eh
lowest unoccupied orbital energy: -0.477 eV
max |F|: 13.1 eV/A

The net atomic charges from Mulliken, expressed in e, are:
1. C -1.0041
2. O -0.1658
3. C -0.9766
4. N 0.4925
5. N -0.8851
6. C -1.4607
7. C 0.7808
8. C -0.9879
9. O -0.1220
10. H 0.0760
11. H 0.3742
12. H 0.5474
13. H 0.2613
14. H 0.7196
15. H 0.3952
16. H 0.3297
17. H 0.2594
18. H 0.5819
19. H 0.4328
20. H 0.1800
21. H 0.4707
22. H 0.1691
23. C -0.0003
24. Br 0.2926
25. Br -0.0882
26. Br -0.1792
27. H 0.0459
28. F -0.8573
29. C -0.3173
30. C -0.3397
31. O -0.2929
32. C 0.6017
33. O -0.4772
34. O -0.2974
35. H 0.2774
36. H 0.2665
37. H 0.2626
38. H 0.3042
39. O -0.5021
40. H 0.4192
41. H 0.4610
42. H 0.4722
43. O -0.8056
44. P 0.8921
45. O -0.7685
46. O -0.8405
47. O -0.7914
48. Cs 0.6282
49. C -1.0525
50. C 0.2751
51. O -0.4651
52. H 0.2552
53. H 0.3360
54. H 0.3113
55. H 0.3500
56. H -0.4011
57. H 0.3374
58. Cs 0.9488
59. Cl -0.7297
60. C -0.9860
61. C 0.4041
62. C -1.2562
63. O -0.5711
64. H 0.3750
65. H 0.2868
66. H 0.1612
67. H 0.2361
68. H 0.3168
69. H 0.3299
70. H 0.3550
71. H 0.3485

***

Entry 4:
A molecular structure, C14H35IN2O2SSi2. Source: the Open Molecules 2025 dataset; level of theory: ωB97M-V with the def2-TZVPD basis set.

Structure (ORCA input):
```
! RIJCOSX wB97M-V def2-TZVPD def2/J DEFGRID3
* xyz 0 1
C -4.63743 -3.41809 2.92774
C -3.23015 -3.93507 3.25055
C -2.42393 -2.77628 3.83730
C -2.64050 -4.56612 1.95859
C -2.77736 -6.10195 1.96952
C -1.17565 -4.28104 1.72008
O -0.93386 -2.87495 1.36006
S -0.38505 -2.63121 -0.09185
N -0.16373 -1.01679 0.01391
C -1.77780 -2.97276 -1.19631
C -3.15760 -2.36631 -0.96578
O -4.11247 -3.06368 -1.00664
I -3.41180 -0.27659 -0.65703
H -5.18915 -3.15409 3.82452
H -5.20380 -4.16265 2.36767
H -4.55406 -2.54531 2.27854
H -3.34475 -4.68910 4.02822
H -2.45586 -1.92278 3.16006
H -2.86361 -2.43882 4.77241
H -1.37815 -3.01468 4.01945
H -3.22614 -4.19044 1.12180
H -3.45951 -6.42703 2.74956
H -1.82583 -6.59765 2.16098
H -3.17127 -6.48222 1.02987
H -0.79589 -4.92237 0.92166
H -0.57957 -4.51260 2.59772
H -0.50568 -0.53964 -0.82049
H -0.67625 -0.67205 0.82529
H -1.42542 -2.77244 -2.20985
H -1.92027 -4.05165 -1.11840
C 5.03901 5.50299 -3.24578
Si 3.87026 4.80444 -1.93315
C 2.99441 6.30789 -1.17102
C 4.99262 4.09569 -0.57175
N 2.84447 3.68558 -2.63383
Si 1.65447 2.80550 -1.90188
C 0.24178 3.81479 -1.12333
C 2.23933 1.60660 -0.54801
C 0.80521 1.66907 -3.17489
H 5.73430 6.23523 -2.81955
H 5.62560 4.69933 -3.69614
H 4.46840 5.99538 -4.03597
H 3.70916 7.10085 -0.92164
H 2.46669 6.04691 -0.24969
H 2.26995 6.71765 -1.87767
H 5.46971 3.17688 -0.91941
H 4.43176 3.86970 0.33953
H 5.78312 4.80427 -0.29829
H 0.56908 4.32845 -0.21672
H -0.61396 3.17961 -0.84664
H -0.11422 4.56303 -1.83296
H 3.08479 1.01089 -0.89708
H 1.41159 0.92643 -0.32016
H 2.52928 2.11641 0.37282
H 1.53626 0.99128 -3.62166
H 0.35233 2.26104 -3.97169
H 0.00710 1.06048 -2.71261
*
```

Values from the calculation:
E: -2089.185636 Eh
lowest unoccupied orbital energy: -1.751 eV
max |F|: 0.8 eV/A

The net atomic charges from Mulliken, expressed in e, are:
1. C -1.4785
2. C 0.3315
3. C -1.5960
4. C 1.8787
5. C -1.6793
6. C -1.9559
7. O -0.1458
8. S 0.3393
9. N -0.0249
10. C -0.6969
11. C 0.2590
12. O -0.4310
13. I 0.1152
14. H 0.4483
15. H 0.3568
16. H 0.3124
17. H 0.3539
18. H 0.2618
19. H 0.4755
20. H 0.3760
21. H -0.2674
22. H 0.4183
23. H 0.4061
24. H 0.3559
25. H 0.6836
26. H 0.4928
27. H -0.0056
28. H 0.3439
29. H 0.6062
30. H 0.4090
31. C -1.0192
32. Si 0.1450
33. C -1.0502
34. C -1.0507
35. N -0.1457
36. Si 0.1189
37. C -0.9738
38. C -0.4715
39. C -0.9006
40. H 0.2724
41. H 0.2561
42. H 0.2524
43. H 0.3465
44. H 0.2979
45. H 0.2624
46. H 0.2594
47. H 0.2936
48. H 0.3506
49. H 0.3042
50. H 0.2631
51. H 0.2695
52. H 0.2592
53. H -0.2030
54. H 0.3255
55. H 0.2510
56. H 0.3202
57. H 0.0237